84
Properties=species:S:1:pos:R:3:forces:R:3 method="wB97M-V/def2-TZVPD" charge=-1
H 2.0266 -1.9558 -4.4706 0.05 0.03 0.02
H 1.4173 3.4164 3.8538 -0.22 -0.18 0.20
O -0.5974 -0.2226 4.2583 1.05 0.11 1.37
C -3.9653 -0.8162 -3.3958 0.09 -0.02 0.01
H 0.1967 2.8440 5.0675 0.09 -0.09 -0.31
H 3.7390 -1.5355 -4.3544 -0.14 0.01 -0.03
C 2.7401 -1.7650 -2.4447 -0.08 0.12 -0.03
H -1.5642 -2.1037 1.2110 0.18 -0.07 0.20
H 1.1493 4.9553 -1.6893 -0.01 0.08 0.06
H 0.2298 5.2006 1.2206 -0.03 -0.04 -0.10
C -1.8797 0.2273 -1.6155 0.23 0.51 0.16
H 2.7731 -1.1734 7.3298 -0.16 -0.18 -0.41
H -2.2972 2.8184 -0.4448 0.31 0.07 0.09
C 0.3262 -5.6220 1.2881 0.20 0.31 -0.01
H 3.4973 -4.3588 1.4110 -0.21 0.03 0.00
H 3.1076 -1.7456 5.6519 -0.39 0.31 0.14
H 3.1836 0.7588 -3.6868 -0.04 -0.01 -0.01
H 2.0173 0.6345 -1.4836 -0.17 -0.14 -0.12
C -0.4765 -1.9540 1.3807 -0.04 1.19 0.36
H -0.2037 2.9401 3.3096 0.03 -0.20 0.26
H -3.4379 -1.0803 -4.3218 -0.04 -0.01 0.02
C 0.5835 2.7308 4.0471 0.34 -0.78 0.10
Cl -2.6446 0.7355 1.8211 -0.44 0.36 0.29
H 2.0016 2.7209 -1.1475 -0.22 0.10 0.15
H -1.5197 5.0083 -1.2861 0.00 0.05 0.06
H 2.9097 -2.8458 -2.3554 -0.01 0.19 -0.02
H -0.3322 2.7920 -2.0427 0.01 0.55 0.22
C 1.0654 0.5013 -3.4089 0.31 -0.16 -0.20
H 1.7300 -2.4164 6.5529 -0.03 0.38 -0.05
C -1.9561 -1.2762 -1.9070 -0.17 -0.08 -0.11
H -3.4542 -2.7256 -2.4949 -0.03 0.09 0.02
H -0.2013 -6.5760 1.2460 0.11 0.10 -0.01
H 0.8633 1.5777 -3.5231 0.04 -0.22 -0.01
P -0.2383 0.7170 -0.8995 -0.08 -0.20 1.38
C 1.2155 4.6731 -0.6303 -0.06 -0.14 -0.08
H 0.6008 -1.9768 -2.1902 0.21 0.09 0.11
H -2.0854 5.1515 0.3813 0.06 0.01 -0.09
H -2.5562 0.4261 -0.7593 0.22 -0.09 -0.33
H -4.1321 1.2595 -4.0190 -0.06 -0.07 0.00
H -1.2097 2.9124 0.9151 0.03 0.06 -0.24
H -5.0261 -1.0522 -3.5447 0.11 0.02 -0.07
C 1.4226 -1.3907 -1.7554 0.14 -0.06 0.05
C -1.5682 -1.1511 4.8037 -0.05 0.17 -0.14
H -4.4459 0.9822 -2.3110 0.04 -0.02 -0.01
C -3.8005 0.6858 -3.1473 0.03 0.09 0.01
H 2.2188 -2.2128 1.4597 -0.13 -0.38 -0.02
H -1.7045 0.9018 -3.6725 -0.16 0.03 0.15
H 0.0641 6.4088 -0.0523 0.00 -0.06 0.09
H 1.4016 2.8325 0.4910 -0.04 0.03 -0.19
H -1.1248 -1.8699 5.5075 0.05 0.28 -0.24
C 2.4048 -4.3725 1.3882 -0.37 0.15 0.07
C -3.4027 -1.6599 -2.2463 0.08 0.13 0.04
C 2.3183 -1.5055 6.3847 0.24 0.15 0.00
P 1.1158 -0.2168 4.3991 -0.75 0.20 -0.87
C -1.2914 4.7338 -0.2481 0.03 -0.10 -0.02
O 1.1283 1.3845 3.8043 0.08 -0.43 1.23
C 1.7364 -5.6060 1.3395 -0.17 -0.29 -0.02
Cl 2.3904 0.4422 1.1662 0.42 0.14 0.05
C 0.0656 5.3299 0.1410 0.01 -0.10 -0.08
C -1.3119 3.2054 -0.1429 0.12 0.03 -0.07
H 0.2356 -0.0420 -3.8871 0.16 0.09 0.07
O 1.4682 -0.4003 5.9624 -0.55 0.36 0.34
H -1.6033 -1.8543 -1.0390 0.03 0.22 -0.21
H 1.4719 -1.6446 -0.6881 -0.13 0.09 -0.28
H 3.5652 -1.2649 -1.9171 -0.10 -0.06 -0.03
C 2.7505 -1.3398 -3.9200 -0.05 -0.08 0.08
H -2.3125 2.1424 -2.5663 -0.01 -0.24 -0.08
C -2.3563 1.0692 -2.8010 -0.21 -0.20 -0.12
C 1.6992 -3.1754 1.4122 -0.36 -0.46 0.03
Y -0.1192 0.2303 1.9158 -0.37 -1.76 -2.06
H 2.1797 5.0358 -0.2565 -0.09 0.03 -0.07
C 0.2497 -3.1606 1.3636 0.26 -0.18 0.02
C -0.4050 -4.4435 1.2890 0.46 0.06 -0.10
C 1.1871 3.1433 -0.5416 -0.08 0.03 0.13
H -2.0437 -1.6783 3.9687 0.33 0.07 0.10
C -0.1755 2.5799 -0.9702 -0.14 -0.31 -1.03
C 1.1590 0.1122 -1.9384 -0.29 0.30 0.13
H -1.5032 -4.4346 1.2258 0.49 -0.16 0.07
H -1.3080 -1.5235 -2.7635 -0.17 0.06 0.15
C 2.3837 0.1362 -4.1071 -0.08 0.06 -0.03
H 2.3136 0.3817 -5.1720 0.09 -0.04 0.00
H -4.0204 -1.5068 -1.3520 0.05 -0.03 -0.04
H 2.2955 -6.5451 1.3319 -0.14 0.28 0.00
H -2.3245 -0.5384 5.3112 0.25 -0.20 -0.03

---

13
Properties=species:S:1:pos:R:3:forces:R:3 method="wB97M-V/def2-TZVPD" charge=0 de_lowest_kcal_mol=139.6
N 0.9051 1.1366 0.3835 0.95 3.64 -0.19
H -0.5914 -1.1325 -1.6448 0.09 0.19 0.11
N 0.5430 -1.1377 0.1513 -0.54 0.72 -0.46
C -0.0045 0.2678 -0.0563 -5.67 -0.52 -0.51
H -1.8815 1.1570 1.5022 0.16 -0.07 0.15
C -1.9439 0.8269 0.4765 4.29 0.25 -1.14
H -2.2347 -0.1657 0.3482 -1.32 -1.22 -0.19
C 0.2608 -0.5815 -1.2538 -0.51 -0.66 1.04
N 1.7711 -0.7118 0.6157 1.15 -1.70 -0.55
H 1.0654 -0.5089 -1.9791 0.20 0.54 0.45
H -2.3068 1.6173 -0.1995 0.30 -0.74 0.12
H 2.4479 -1.3434 0.9770 0.20 -0.38 0.24
N 1.9695 0.5760 0.6790 0.71 -0.04 0.94

---

7
Properties=species:S:1:pos:R:3:forces:R:3 method="wB97M-V/def2-TZVPD" charge=0 de_lowest_kcal_mol=45.0
H -0.5902 -2.0623 0.0115 0.86 -0.72 0.12
H 1.2985 0.0113 0.6061 -0.28 1.08 -0.54
C 0.2668 0.0828 0.2419 -0.15 -2.31 -0.04
N -0.6520 1.1401 -0.0017 0.83 -0.63 0.46
C -0.5149 -1.0112 0.1092 -1.47 1.31 -0.07
H -0.5367 1.8104 0.7527 -0.98 0.29 0.04
S -2.0162 -0.0546 -0.0267 1.18 0.98 0.03

---

44
Properties=species:S:1:pos:R:3:forces:R:3 method="wB97M-V/def2-TZVPD" spin_multiplicity=5 charge=+4 s2=6.06
H -1.8003 3.6709 -2.5972 -0.02 0.01 0.00
H -0.4680 -2.3242 3.1127 -0.01 0.00 0.01
C -1.1765 3.0563 -1.9438 -0.02 -0.12 -0.10
H -2.2996 -0.7128 -3.3308 -0.01 0.03 -0.03
H 0.0460 1.2719 -3.6052 0.01 -0.01 -0.02
N -0.6382 2.3181 0.3167 -0.02 0.06 -0.01
C 3.3597 -0.2557 0.6050 0.01 -0.07 0.06
H 5.1727 -2.6653 3.1224 0.04 0.00 -0.01
N -1.4814 1.6017 -2.1871 0.15 0.00 -0.04
H 0.3164 2.6633 0.4378 0.01 0.04 -0.01
H -1.1775 4.3374 -0.1957 0.02 0.01 0.00
C 4.6536 -2.0089 2.4355 -0.03 -0.01 0.00
H -0.8467 -0.9892 -4.2871 0.02 -0.01 0.00
H -1.5541 1.4783 -4.3194 -0.04 -0.01 0.00
C -1.0096 1.0165 -3.4917 -0.04 0.14 0.07
H -1.0140 -1.8416 -1.8473 0.00 -0.04 0.00
H 5.3043 0.3818 0.0385 0.03 0.00 0.00
C 5.3912 -1.1509 1.5789 0.02 0.04 -0.07
N -2.0065 -0.5080 0.6816 0.19 -0.01 0.11
C 3.2935 -2.0126 2.3890 0.01 0.07 -0.04
N 1.2877 -1.1622 1.4702 -0.38 0.02 -0.14
H -4.0370 -0.2518 0.3837 -0.01 0.01 0.02
H -0.1335 3.2257 -2.2172 0.01 0.02 0.01
C -3.6095 -1.5092 2.1118 -0.06 0.04 -0.07
C -1.2393 -0.4713 -3.4121 0.01 -0.11 0.09
C -2.6094 -2.1036 2.8749 0.01 0.06 -0.09
C 4.7194 -0.2736 0.6716 0.02 -0.06 0.06
N 0.1876 -0.6938 0.9338 0.80 -0.20 0.31
H -2.8661 -2.7233 3.7257 -0.01 -0.01 0.01
C -1.0087 -1.0719 1.4305 -0.33 0.05 -0.05
C -1.2798 -1.8926 2.5402 0.02 0.04 -0.06
H -1.0197 2.2443 1.2602 -0.02 0.00 0.02
H 0.4043 -1.2350 -2.3562 0.03 0.00 -0.04
H 6.4745 -1.1618 1.6033 0.01 0.01 0.02
Pd -0.5910 0.5303 -0.7301 -0.27 0.08 -0.10
C 2.6324 -1.1319 1.4700 -0.05 0.05 0.01
H 2.8372 0.4075 -0.0686 -0.02 0.01 -0.02
H 2.7064 -2.6601 3.0252 0.00 -0.01 0.01
H -4.6578 -1.6518 2.3463 0.00 0.00 0.01
H -2.4940 3.1665 -0.2339 -0.02 0.03 -0.02
C -3.2697 -0.7055 0.9998 -0.02 -0.11 0.04
N -0.5633 -0.9785 -2.1513 -0.05 0.01 -0.08
H -2.4916 1.4562 -2.1070 -0.02 0.00 0.01
C -1.4439 3.3203 -0.4838 0.01 -0.06 0.11

---

Let's list calculated total energy in order: -80628.05110; -9162.80327; -14445.51596; -28284.15821 eV.
Let's list F_max in order: 2.73; 5.71; 2.31; 0.88 eV Å⁻¹.